1.
DFT (ωB97M-V with the def2-TZVPD basis set) results for a molecular structure, C20H16As2NO15S2Tc.

Geometry (Å):
Tc: 0.7516 -1.0222 0.7203
O: -1.4006 1.8714 -1.9121
As: -0.3993 2.6728 -0.6752
O: -0.9494 4.1237 -0.2548
O: -0.9016 1.5471 0.6187
C: 1.1636 2.6593 -1.8280
C: 0.9618 3.0462 -3.1437
C: 2.0596 3.1718 -3.9862
C: 3.3409 2.9087 -3.5259
C: 3.5425 2.5119 -2.2093
C: 2.4447 2.3960 -1.3824
S: 2.5083 1.8437 0.2934
O: 3.8472 1.8296 0.7836
O: 1.5120 2.6754 0.9332
O: 1.9205 0.4714 0.0402
H: -2.3266 1.8523 -1.6404
H: -0.0352 3.2426 -3.5118
H: 1.9049 3.4752 -5.0133
H: 4.1866 3.0061 -4.1939
H: 4.5291 2.2917 -1.8244
O: -2.4568 -3.0280 2.2111
As: -0.7576 -3.2648 2.5591
O: -0.3715 -4.8039 2.8493
O: -0.1469 -2.6548 1.0538
C: -0.5074 -2.1837 4.1663
C: -1.5485 -2.4800 5.0500
C: -1.5928 -1.9478 6.3269
C: -0.5788 -1.1048 6.7547
C: 0.4589 -0.8048 5.8923
C: 0.5026 -1.3351 4.6065
S: 1.9002 -0.7378 3.6692
O: 1.6842 0.6578 3.4133
O: 3.0753 -1.1242 4.3899
O: 1.7966 -1.5358 2.3754
H: -2.5150 -2.3357 1.5323
H: -2.3488 -3.1353 4.7302
H: -2.4177 -2.1977 6.9814
H: -0.5945 -0.6818 7.7506
H: 1.2574 -0.1458 6.2088
N: -1.2393 -0.0290 2.2260
C: -0.6072 0.3975 1.2221
H: -1.9286 0.6458 2.5642
O: 0.9526 -0.2960 -3.5002
C: -0.2987 -0.5896 -3.9001
C: -0.5565 -0.5119 -5.2705
C: -1.8130 -0.7931 -5.7653
C: -2.8494 -1.1550 -4.9085
C: -2.6010 -1.2231 -3.5531
C: -1.3378 -0.9500 -3.0269
C: -1.1899 -1.0149 -1.5474
O: -2.1325 -1.0927 -0.7911
O: 0.0697 -0.8873 -1.1232
H: 0.9792 -0.4119 -2.5294
H: 0.2576 -0.2256 -5.9236
H: -1.9893 -0.7283 -6.8323
H: -3.8341 -1.3769 -5.2975
H: -3.3812 -1.4888 -2.8522

As for the largest force on an atom: 0.885 eV/A. The total charge is -1. Its spin multiplicity is 4. The relative energy (zero: lowest compared OMol25 entry of this formula, charge and spin) comes out at 157.8 kJ/mol. For the frontier orbital gap (alpha / beta), the calculation gives 8.795 / 7.793 eV. The highest occupied orbital energy (alpha / beta) is -6.7 / -6.7 eV.

Here are the Mulliken charges for atoms 1 to 5, given in e: atom 1 (Tc): 1.928, atom 2 (O): -0.598, atom 3 (As): 1.374, atom 4 (O): -0.813, atom 5 (O): -0.820

***

2.
DFT (ωB97M-V with the def2-TZVPD basis set) results for a molecular structure, C20H16Br2N6O5Ru at a distorted geometry.

Geometry (Å):
Ru: -0.9089 0.1358 -0.8661
Br: -1.7089 -0.6867 5.6419
C: -1.5233 -0.3979 3.8024
C: -0.7836 0.7356 3.3513
C: -0.6282 0.8992 2.0180
N: -1.1444 0.0306 1.1017
C: -1.9582 -1.0221 1.5340
C: -2.1047 -1.2519 2.9169
C: -2.5898 -1.7430 0.5067
C: -3.4839 -2.8151 0.6866
C: -4.0394 -3.4141 -0.4072
Br: -5.2276 -4.8401 -0.1767
C: -3.7274 -2.9767 -1.7174
C: -2.8513 -1.9488 -1.8509
N: -2.2840 -1.3282 -0.7843
H: -0.3723 1.4516 4.0457
H: -0.0980 1.7530 1.6203
H: -2.6851 -2.0890 3.2758
H: -3.7327 -3.1584 1.6794
H: -4.1608 -3.4444 -2.5875
H: -2.5620 -1.5860 -2.8278
O: -3.3734 3.8381 -5.3342
C: -2.9138 3.1840 -4.4546
C: -2.9837 3.4855 -2.9381
O: -3.5168 4.4126 -2.4094
C: -2.2463 2.3546 -2.2701
C: -1.7530 1.4364 -3.2603
O: -1.1029 0.4131 -2.9014
C: -2.1194 1.8695 -4.6351
O: -1.8786 1.3301 -5.6760
O: -2.0414 2.1668 -1.0522
C: 3.8079 0.3227 2.4312
C: 4.8481 0.0388 1.3496
C: 4.9863 -1.4558 1.0768
C: 4.5622 0.8395 0.0741
N: 3.1739 0.6873 -0.3862
C: 2.1469 1.5152 -0.2192
N: 1.0899 0.9509 -0.7568
N: 1.5080 -0.2426 -1.2416
N: 2.7500 -0.4177 -1.0109
H: 4.1031 -0.1499 3.3671
H: 2.8294 -0.0862 2.1609
H: 3.6983 1.3938 2.6229
H: 5.8132 0.4189 1.6945
H: 4.0518 -1.8868 0.7128
H: 5.2586 -1.9764 1.9948
H: 5.7624 -1.6548 0.3365
H: 5.2058 0.5261 -0.7450
H: 4.7075 1.9043 0.2489
H: 2.2001 2.4788 0.2583

As for the largest force on an atom: 1.017 eV/A. The total charge is +1. Its spin multiplicity is 6. The relative energy (zero: lowest compared OMol25 entry of this formula, charge and spin) comes out at 4.2 kJ/mol. For the frontier orbital gap (alpha / beta), the calculation gives 5.748 / 6.077 eV. The highest occupied orbital energy (alpha / beta) is -9.2 / -12.0 eV.

Here are the Mulliken charges for atoms 1 to 5, given in e: atom 1 (Ru): 0.510, atom 2 (Br): -0.121, atom 3 (C): -0.049, atom 4 (C): -0.975, atom 5 (C): -0.423

***

3.
DFT (ωB97M-V with the def2-TZVPD basis set) results for a molecular structure, C20H16BrN3O7Ti at a distorted geometry.

Geometry (Å):
Ti: -0.4285 -0.9520 0.4509
C: -3.4240 -0.6569 2.2644
C: -2.3641 -1.6123 1.8036
C: -2.4801 -2.2520 0.5634
C: -1.4655 -3.1167 0.1038
C: -0.3622 -3.4255 0.9402
C: -0.2296 -2.7992 2.1600
C: -1.2133 -1.8538 2.5826
H: -4.2746 -1.2163 2.6590
H: -3.7696 -0.0303 1.4431
H: -3.0549 -0.0018 3.0523
H: -3.3467 -2.0521 -0.0581
H: -1.5403 -3.5681 -0.8763
H: 0.3923 -4.1198 0.5917
H: 0.6151 -3.0150 2.8041
H: -1.1177 -1.3628 3.5447
O: -0.1731 2.6701 -0.2457
C: -0.5272 1.5971 -0.6802
O: -1.3383 0.7420 -0.0681
C: -0.1423 1.1267 -2.0703
C: -0.1270 2.0860 -3.0644
C: 0.0868 1.6926 -4.3818
C: 0.2592 0.3762 -4.7439
C: 0.2466 -0.5735 -3.7355
C: 0.1109 -0.2488 -2.3698
O: 0.2592 -1.0930 -1.4032
N: 0.3797 -1.9918 -4.1809
O: 0.8611 -2.1806 -5.2776
O: -0.0458 -2.8669 -3.4547
N: 0.0994 2.7225 -5.4505
O: 0.1979 2.3391 -6.5997
O: -0.0812 3.8760 -5.1126
H: -0.2877 3.1228 -2.8107
H: 0.3981 0.0891 -5.7745
C: 1.1804 2.8563 3.9311
C: 1.6884 1.7626 3.0409
C: 3.0355 1.4701 2.8866
C: 3.4269 0.4592 2.0348
C: 2.4517 -0.2361 1.3325
Br: 3.0293 -1.6582 0.2336
N: 1.1616 0.0328 1.4560
C: 0.7974 1.0002 2.3027
H: 2.0022 3.3578 4.4384
H: 0.5050 2.4724 4.6956
H: 0.6353 3.6004 3.3518
H: 3.7791 2.0330 3.4345
H: 4.4656 0.2017 1.9009
H: -0.2708 1.1970 2.3556

As for the largest force on an atom: 1.894 eV/A. Its spin multiplicity is 3. The relative energy (zero: lowest compared OMol25 entry of this formula, charge and spin) comes out at 35.0 kJ/mol. For the frontier orbital gap (alpha / beta), the calculation gives 6.202 / 8.073 eV. The highest occupied orbital energy (alpha / beta) is -6.7 / -8.6 eV.

Here are the Mulliken charges for atoms 1 to 5, given in e: atom 1 (Ti): 0.518, atom 2 (C): -1.749, atom 3 (C): 1.025, atom 4 (C): -0.272, atom 5 (C): -0.578

***

4.
DFT (ωB97M-V with the def2-TZVPD basis set) results for a single C20H16Cl2N4O3 molecule at a distorted geometry.

Geometry (Å):
C: 1.2841 2.9790 -0.5326
C: 0.2595 2.0314 -1.0474
N: -0.3831 2.2293 -2.1821
N: -1.2247 1.2055 -2.3266
C: -2.0502 1.1205 -3.4996
C: -1.5781 0.0478 -4.4515
C: -0.2199 -0.1184 -4.6951
C: 0.2222 -1.0964 -5.5647
C: -0.6898 -1.9191 -6.2095
Cl: -0.1343 -3.1333 -7.2966
C: -2.0515 -1.7553 -5.9733
Cl: -3.2020 -2.7650 -6.7634
C: -2.4893 -0.7773 -5.0940
C: -1.1459 0.3173 -1.3047
C: -2.0090 -0.8868 -1.2376
C: -0.1833 0.8295 -0.4471
N: 0.2914 0.3687 0.7884
C: 0.4876 -0.9192 1.1733
O: 0.2086 -1.8929 0.5099
C: 1.0599 -0.9998 2.5470
C: 0.7587 -0.1706 3.6572
C: 1.5319 -0.6917 4.6678
C: 1.6857 -0.3136 6.0417
C: 2.4560 -0.8565 7.0412
C: 2.2073 -0.0758 8.1890
C: 1.3111 0.8783 7.8083
O: 0.9889 0.7454 6.5142
O: 2.2365 -1.7318 4.1858
N: 1.9343 -1.9142 2.8858
H: 0.9601 3.4264 0.4080
H: 2.2307 2.4662 -0.3636
H: 1.4338 3.7704 -1.2607
H: -3.0900 0.9414 -3.2107
H: -1.9812 2.0989 -3.9854
H: 0.4924 0.5226 -4.1990
H: 1.2758 -1.2289 -5.7515
H: -3.5485 -0.6665 -4.9192
H: -2.1756 -1.2934 -2.2327
H: -1.5257 -1.6429 -0.6247
H: -2.9748 -0.6419 -0.7927
H: 0.6844 1.0962 1.3690
H: 0.0702 0.6454 3.7205
H: 3.1061 -1.7015 6.9491
H: 2.6349 -0.2059 9.1614
H: 0.8448 1.6784 8.3484

As for the SMILES: Cc1nn(Cc2ccc(Cl)c(Cl)c2)c(C)c1NC(=O)c1cc(-c2ccco2)on1. As for the largest force on an atom: 1.443 eV/A. For the frontier orbital gap, the calculation gives 8.754 eV. The highest occupied orbital energy is -8.5 eV.

Here are the Mulliken charges for atoms 1 to 5, given in e: atom 1 (C): -1.450, atom 2 (C): 0.442, atom 3 (N): -1.237, atom 4 (N): 1.062, atom 5 (C): -1.226

***

5.
DFT (ωB97M-V with the def2-TZVPD basis set) results for a molecular structure, C20H16Cl2O5PPdS2 at a distorted geometry.

Geometry (Å):
Pd: 1.7147 -0.2337 -0.1845
O: 0.6557 -1.8773 -1.0520
C: -0.3265 -1.4226 -1.7233
O: -1.4761 -1.2575 -1.3735
C: 0.0005 -0.9554 -3.1209
C: -0.2850 -1.7098 -4.2500
C: -0.0060 -1.2012 -5.5092
C: 0.5497 0.0657 -5.6512
C: 0.8408 0.8232 -4.5263
C: 0.5663 0.3187 -3.2574
P: 1.0211 1.2151 -1.7255
C: 2.2627 2.3934 -2.3161
C: 3.5901 1.9721 -2.3941
C: 4.5449 2.8129 -2.9401
C: 4.1867 4.0756 -3.3975
C: 2.8701 4.4999 -3.3130
C: 1.9055 3.6559 -2.7761
C: -0.4204 2.2135 -1.2633
C: -0.2497 3.2018 -0.2894
C: -1.3386 3.9230 0.1679
C: -2.6067 3.6568 -0.3345
C: -2.7814 2.6740 -1.2945
C: -1.6908 1.9514 -1.7636
H: -0.7240 -2.6926 -4.1351
H: -0.2196 -1.7967 -6.3885
H: 0.7685 0.4587 -6.6358
H: 1.2966 1.7988 -4.6346
H: 3.8891 1.0102 -1.9943
H: 5.5759 2.4871 -2.9829
H: 4.9402 4.7349 -3.8109
H: 2.5908 5.4862 -3.6617
H: 0.8744 3.9824 -2.7108
H: 0.7391 3.3918 0.1147
H: -1.2037 4.6817 0.9281
H: -3.4609 4.2086 0.0372
H: -3.7712 2.4531 -1.6723
H: -1.8350 1.1607 -2.4880
O: 4.9713 -0.1191 2.2032
S: 4.2713 -0.1778 0.9502
O: 3.2560 -1.2654 0.8897
O: 5.0978 -0.1378 -0.2371
S: 2.8857 1.4091 0.8287
Cl: -0.2355 -0.8934 2.5938
C: -1.1559 0.2184 1.5779
Cl: -2.7010 0.7032 2.3262
H: -1.3762 -0.2819 0.6386
H: -0.5638 1.1152 1.4477

As for the largest force on an atom: 1.426 eV/A. The total charge is -1. The relative energy (zero: lowest compared OMol25 entry of this formula, charge and spin) comes out at 33.7 kJ/mol. For the frontier orbital gap, the calculation gives 7.765 eV. The highest occupied orbital energy is -5.4 eV.

Here are the Mulliken charges for atoms 1 to 5, given in e: atom 1 (Pd): 0.040, atom 2 (O): -0.892, atom 3 (C): -0.270, atom 4 (O): -0.666, atom 5 (C): 0.732

***

6.
DFT (ωB97M-V with the def2-TZVPD basis set) results for 2 unconnected molecules or ions with the total composition C20H16F6N8O6S at a distorted geometry.

Geometry (Å):
F: -1.8935 0.4119 4.6890
C: -0.6433 -0.0847 4.6489
F: 0.2503 0.8898 4.9077
F: -0.5125 -1.0823 5.5429
C: -0.3716 -0.6298 3.2591
C: 0.6966 -0.1411 2.5446
C: 0.9900 -0.6160 1.2691
N: 2.1074 -0.1033 0.5703
C: 2.7806 -0.5354 -0.5495
S: 2.3842 -1.9413 -1.3401
N: 3.8074 0.2316 -0.9973
C: 4.5602 0.0144 -2.2329
C: 3.7738 0.4307 -3.4738
C: 3.5969 1.9593 -3.6096
C: 3.7748 2.2798 -5.1130
C: 4.1906 0.9589 -5.7858
N: 4.4565 -0.0180 -4.7145
C: 0.1512 -1.5852 0.7284
C: -0.9186 -2.0802 1.4336
C: -1.7727 -3.1666 0.8068
F: -3.0241 -3.0859 1.2952
F: -1.7778 -2.9879 -0.5273
F: -1.2325 -4.3623 1.1060
C: -1.1775 -1.6099 2.7077
H: 1.3133 0.6163 2.9968
H: 2.5175 0.7317 0.9862
H: 4.0321 1.1087 -0.5258
H: 5.5188 0.5415 -2.1928
H: 4.8035 -1.0489 -2.2962
H: 2.7785 -0.0384 -3.4387
H: 2.6239 2.2909 -3.2282
H: 4.3528 2.4727 -3.0087
H: 2.8519 2.6812 -5.5499
H: 4.5417 3.0475 -5.2650
H: 3.3966 0.5867 -6.4421
H: 5.0939 1.0716 -6.3982
H: 4.1825 -0.9733 -4.9688
H: 0.3268 -1.9606 -0.2632
H: -2.0100 -2.0059 3.2663
O: 8.1366 -3.8242 2.7806
N: 7.5927 -4.2570 1.7220
C: 7.5392 -3.5293 0.5632
C: 6.8816 -4.4032 -0.2908
N: 6.5862 -5.5399 0.3772
O: 7.0097 -5.4680 1.6204
C: 6.6306 -4.0345 -1.6652
N: 5.9300 -4.9100 -2.5733
O: 5.3613 -5.9131 -2.1296
O: 5.9049 -4.6008 -3.7755
C: 7.0404 -2.8045 -2.1075
C: 7.6611 -1.9169 -1.2137
N: 8.1103 -0.6177 -1.2847
O: 7.9959 0.0702 -2.3291
O: 8.6564 -0.1782 -0.1347
N: 8.5275 -1.1873 0.7111
C: 7.9487 -2.2366 0.1038
H: 6.8854 -2.5162 -3.1350

As for the largest force on an atom: 6.323 eV/A. The relative energy (zero: lowest compared OMol25 entry of this formula, charge and spin) comes out at 0.0 kJ/mol. For the frontier orbital gap, the calculation gives 6.211 eV. The highest occupied orbital energy is -8.6 eV.

Here are the Mulliken charges for atoms 1 to 5, given in e: atom 1 (F): -0.248, atom 2 (C): 0.877, atom 3 (F): -0.280, atom 4 (F): -0.243, atom 5 (C): -0.048

***

7.
DFT (ωB97M-V with the def2-TZVPD basis set) results for a molecular structure, C20H16IN4O2SeV at a distorted geometry.

Geometry (Å):
V: 0.0127 0.0943 0.0216
C: 0.9364 3.8301 -2.2233
C: 1.9657 3.3076 -1.2873
N: 3.0574 3.9787 -1.0353
C: 4.0071 3.5318 -0.2377
C: 3.9590 2.2781 0.3600
C: 5.0293 1.8978 1.3667
O: 5.4829 0.5683 1.2428
C: 2.8096 1.4800 0.1211
C: 2.7390 0.1244 0.5749
N: 1.6552 -0.6015 0.6520
C: 1.7145 -1.9078 1.1687
C: 2.6854 -2.3054 2.1010
C: 2.7333 -3.6020 2.5809
C: 1.8074 -4.5420 2.1535
C: 0.8171 -4.1725 1.2539
C: 0.7783 -2.8758 0.7808
I: -0.7614 -2.3451 -0.6459
C: 1.7455 2.0528 -0.6434
O: 0.6119 1.4369 -0.7319
H: 1.2282 4.8034 -2.6049
H: -0.0319 3.8995 -1.7236
H: 0.8157 3.1408 -3.0614
H: 4.8338 4.2107 -0.0841
H: 4.5847 2.0102 2.3692
H: 5.8510 2.6147 1.2966
H: 6.4187 0.5571 1.0116
H: 3.7031 -0.3185 0.8356
H: 3.4104 -1.5861 2.4543
H: 3.5066 -3.8823 3.2824
H: 1.8478 -5.5585 2.5132
H: 0.0898 -4.8892 0.9077
Se: -2.8712 1.2380 0.7792
N: -1.1923 0.7471 1.3006
C: -0.9835 1.1836 2.5554
C: 0.2016 1.0592 3.2968
C: 0.2181 1.5557 4.5771
C: -0.9142 2.1688 5.1518
C: -2.0727 2.3386 4.4445
C: -2.1259 1.8623 3.1181
N: -3.1618 1.9734 2.2923
H: 1.0802 0.5879 2.8638
H: 1.1186 1.4775 5.1662
H: -0.8533 2.5144 6.1719
H: -2.9389 2.8187 4.8680

As for the largest force on an atom: 3.924 eV/A. The total charge is +2. Its spin multiplicity is 3. For the frontier orbital gap (alpha / beta), the calculation gives 6.588 / 6.699 eV. The highest occupied orbital energy (alpha / beta) is -14.6 / -14.7 eV.

Here are the Mulliken charges for atoms 1 to 5, given in e: atom 1 (V): 0.920, atom 2 (C): -1.327, atom 3 (C): 0.482, atom 4 (N): -0.541, atom 5 (C): -0.773

***

8.
DFT (ωB97M-V with the def2-TZVPD basis set) results for a single C20H16N2O6 molecule.

Geometry (Å):
N: 4.3500 4.6556 0.5646
C: 4.4155 3.9510 -0.3346
C: 4.4571 3.0367 -1.4387
C: 3.8299 1.6613 -1.1350
O: 4.1534 0.6865 -1.7652
N: 2.8970 1.7015 -0.1486
C: 2.1190 0.6566 0.3573
C: 2.1636 -0.6387 -0.1533
C: 1.3403 -1.6133 0.3724
C: 0.4658 -1.3158 1.4137
C: -0.5336 -2.2837 1.9098
O: -1.3017 -2.0661 2.8138
O: -0.5517 -3.4269 1.1897
C: -1.7438 -4.1834 1.2973
C: -2.9530 -3.4299 0.7172
O: -4.0786 -3.7944 0.9295
C: -2.5740 -2.2162 -0.0514
C: -1.6401 -2.2752 -1.0855
C: -1.1700 -1.1136 -1.6588
C: -1.6062 0.1238 -1.1990
C: -2.6004 0.1852 -0.2160
C: -3.0797 -0.9877 0.3502
O: -3.1120 1.3754 0.2243
C: -2.7828 2.4670 -0.6042
C: -1.3007 2.4144 -0.9713
O: -1.0276 1.2506 -1.7202
C: 0.4384 -0.0237 1.9367
C: 1.2571 0.9530 1.4150
H: 5.4918 2.8744 -1.7514
H: 3.9134 3.4675 -2.2861
H: 2.7617 2.5888 0.3223
H: 2.8354 -0.8705 -0.9624
H: 1.3676 -2.6138 -0.0273
H: -1.5759 -5.1076 0.7401
H: -1.9673 -4.4239 2.3427
H: -1.2789 -3.2295 -1.4347
H: -0.4334 -1.1344 -2.4455
H: -3.8151 -0.9263 1.1360
H: -3.0220 3.3688 -0.0392
H: -3.3834 2.4364 -1.5236
H: -1.0143 3.2611 -1.5968
H: -0.7024 2.4098 -0.0494
H: -0.2451 0.1944 2.7429
H: 1.2364 1.9547 1.8228

As for the SMILES: N#CCC(=O)Nc1ccc(C(=O)OCC(=O)c2ccc3c(c2)OCCO3)cc1. As for the largest force on an atom: 0.921 eV/A. The relative energy (zero: lowest compared OMol25 entry of this formula, charge and spin) comes out at 143.9 kJ/mol. For the frontier orbital gap, the calculation gives 8.701 eV. The highest occupied orbital energy is -8.6 eV.

Here are the Mulliken charges for atoms 1 to 5, given in e: atom 1 (N): -0.408, atom 2 (C): 0.279, atom 3 (C): -0.570, atom 4 (C): 0.534, atom 5 (O): -0.619